C12H10N3O6PdSe as an isolated structure. Source: the OMol25 dataset; level of theory: wB97M-V/def2-TZVPD.

```
33
Properties=species:S:1:pos:R:3:forces:R:3:lowdin_charge:R:1
Pd -0.71275 -0.44737 0.99515 0.402 2.391 0.776 0.681
C 0.22817 0.90456 -2.69832 0.011 -0.104 -0.019 0.003
C -0.16484 1.81734 -1.60026 0.089 -0.127 -0.203 -0.339
N -0.38807 1.45844 -0.35581 -0.477 -0.869 0.403 0.111
C -0.72169 2.58392 0.34337 -0.016 0.477 -0.078 -0.105
C -0.68413 3.66539 -0.51356 -0.037 -0.362 0.525 -0.082
N -0.33178 3.15001 -1.73642 -0.079 0.017 0.264 0.175
C -0.87859 5.12354 -0.35331 0.108 0.045 0.006 -0.517
O -1.17694 5.55050 0.84257 -0.080 -0.134 0.371 0.108
O -0.73223 5.85396 -1.31580 -0.060 -0.044 -0.091 0.064
C -1.05028 2.50158 1.81436 0.223 0.342 -0.542 -0.575
O -1.21019 3.57961 2.42599 -0.159 0.304 0.019 0.024
O -1.12813 1.36542 2.31926 0.277 -1.213 -0.043 -0.073
H 0.40272 -0.08390 -2.27636 -0.032 0.001 -0.044 0.057
H 1.13401 1.25613 -3.18888 0.066 0.041 -0.062 0.080
H -0.56360 0.83333 -3.44423 -0.026 -0.023 -0.045 0.087
H -0.25327 3.72074 -2.56479 0.068 -0.063 0.056 0.169
H -1.21011 4.77379 1.55302 0.066 0.060 -0.334 0.068
O -0.18848 -1.77229 -0.95771 0.905 0.007 0.439 -0.127
C -1.40737 -1.98094 -1.05158 -0.993 -0.614 -0.887 -0.617
O -2.28914 -1.46600 -0.34453 -0.450 -0.297 0.118 -0.125
H -1.74906 -2.68374 -1.85192 0.135 0.227 0.153 0.123
Se -0.46083 -1.87934 2.94602 -0.224 0.249 -1.071 0.687
C 0.70023 -2.98086 1.90734 0.296 -0.120 0.187 -0.673
C 1.72676 -2.41052 1.14999 -0.147 0.141 0.252 -0.154
C 2.51839 -3.24051 0.38020 0.045 0.152 -0.061 -0.167
N 2.37332 -4.55775 0.32411 0.226 -0.241 -0.203 0.041
C 1.40707 -5.09280 1.05584 -0.099 -0.224 0.095 -0.177
C 0.55405 -4.36620 1.86423 -0.063 0.394 0.015 -0.124
H 1.87453 -1.32828 1.15225 0.027 -0.368 0.003 0.090
H 3.31134 -2.83618 -0.23727 0.031 0.131 0.002 0.100
H 1.30301 -6.16893 0.98417 -0.024 -0.097 0.031 0.094
H -0.23212 -4.84271 2.43284 -0.010 -0.080 -0.032 0.089
```
Forces are in eV/Å.

Output
Largest force on an atom   2.5 eV/Å
HOMO energy (spin up / spin down)   -5.19 / -5.19 eV
Net charge   -1
2S+1   1
E_LUMO (spin up / spin down)   1.53 / 1.52 eV
Frontier orbital gap (spin up / spin down)   0.247 / 0.246 hartree
Energy relative to the best compared isomer or geometry (same formula, charge and spin)   41.0 kJ/mol